1.
{"formula": "C42H56BrN7O8PS2SiZr", "method": "ωB97M-V with the def2-TZVPD basis set", "elements": ["Zr", "C", "N", "C", "C", "N", "C", "C", "C", "C", "C", "C", "C", "S", "C", "C", "C", "C", "C", "C", "S", "H", "H", "H", "H", "H", "H", "H", "H", "H", "H", "H", "H", "H", "H", "H", "H", "H", "H", "O", "O", "O", "N", "O", "O", "C", "Si", "C", "C", "C", "C", "C", "C", "C", "H", "H", "H", "H", "H", "H", "H", "H", "H", "H", "H", "O", "P", "N", "C", "C", "C", "C", "N", "C", "C", "C", "C", "N", "C", "C", "C", "C", "H", "H", "H", "H", "H", "H", "H", "H", "H", "H", "H", "H", "H", "H", "H", "H", "H", "H", "H", "H", "H", "H", "H", "H", "Br", "C", "C", "N", "C", "C", "C", "C", "O", "O", "H", "H", "H"], "xyz": [[-0.853182, -1.208856, 1.637444], [-4.588710, -0.148012, -0.267813], [-3.311648, -0.172901, -0.983708], [-3.128440, 1.108501, -1.658842], [-1.674512, 1.421035, -1.988338], [-0.998660, 2.239191, -0.988588], [0.274739, 2.732643, -1.444445], [-1.743372, 3.238691, -0.321832], [-2.317423, 4.323312, -0.975876], [-3.010924, 5.288165, -0.261561], [-3.129754, 5.176028, 1.115682], [-2.572089, 4.090401, 1.773227], [-1.871421, 3.120915, 1.062828], [-1.290217, 1.658233, 1.908838], [-3.242874, -1.292550, -1.891594], [-4.250862, -1.459521, -2.839620], [-4.260406, -2.517228, -3.731845], [-3.247471, -3.463371, -3.659217], [-2.244296, -3.318644, -2.720923], [-2.194188, -2.231251, -1.831060], [-0.763447, -2.121708, -0.821489], [-5.418924, 0.214697, -0.894845], [-4.496420, 0.507733, 0.598847], [-4.831640, -1.150552, 0.077542], [-3.524643, 1.873198, -0.991237], [-3.718842, 1.158441, -2.587740], [-1.631628, 1.909571, -2.978688], [-1.119499, 0.478305, -2.040211], [0.618207, 3.527264, -0.785886], [0.222351, 3.141305, -2.471089], [0.990737, 1.919397, -1.405777], [-2.231029, 4.398848, -2.054225], [-3.468972, 6.123000, -0.777956], [-3.667512, 5.930118, 1.676759], [-2.694262, 3.970859, 2.842239], [-5.053255, -0.731452, -2.886090], [-5.046506, -2.596368, -4.472780], [-3.246673, -4.314939, -4.329431], [-1.455455, -4.056860, -2.642922], [-0.686421, -0.332277, 3.371800], [-1.125759, -1.643254, 3.607739], [-0.584338, -3.309952, 1.976946], [0.242728, -2.854907, 2.877155], [0.635408, -3.539174, 3.792054], [0.965503, -1.883697, 2.388410], [-0.190987, 3.173226, 4.523788], [0.477667, 2.483555, 2.909451], [1.810978, 1.199280, 3.143787], [1.253837, 3.844351, 1.851237], [2.422368, 3.581622, 1.130909], [3.034459, 4.563175, 0.365492], [2.484491, 5.836372, 0.298214], [1.317714, 6.115720, 0.996391], [0.716072, 5.130837, 1.767341], [0.594617, 3.576035, 5.167274], [-0.687600, 2.351287, 5.043615], [-0.930769, 3.957791, 4.357146], [2.791201, 1.653407, 3.299882], [1.845982, 0.560999, 2.259102], [1.574626, 0.549176, 3.985316], [2.841647, 2.581682, 1.135497], [3.938242, 4.333192, -0.186458], [2.963579, 6.606155, -0.294319], [0.876032, 7.103379, 0.939367], [-0.200623, 5.361794, 2.296480], [1.474943, -0.354964, 0.005299], [2.447005, -0.832369, -1.024093], [2.673609, -2.494229, -1.022509], [2.295752, -3.407235, -2.118775], [2.342867, -4.787800, -1.475277], [1.777319, -4.496495, -0.086213], [2.502551, -3.204868, 0.268541], [3.944333, -0.154127, -0.614420], [4.351180, -0.350447, 0.791322], [5.531826, -1.314485, 0.736100], [6.257456, -0.862718, -0.528807], [5.125755, -0.397425, -1.462351], [2.358478, -0.454426, -2.652959], [2.957251, 0.742217, -3.285520], [2.389580, 0.747216, -4.703347], [1.004727, 0.136504, -4.522863], [1.286538, -0.982707, -3.529567], [2.984703, -3.305600, -2.959923], [1.273449, -3.221127, -2.452241], [3.375552, -5.139258, -1.390363], [1.769396, -5.518420, -2.045882], [1.965311, -5.286740, 0.640038], [0.703124, -4.312270, -0.141204], [3.485283, -3.442805, 0.689336], [1.955064, -2.605762, 0.990584], [3.519125, -0.715504, 1.390610], [4.688229, 0.604212, 1.212433], [5.183218, -2.339859, 0.620424], [6.157001, -1.255707, 1.627280], [6.854182, -1.652188, -0.985500], [6.920312, -0.025289, -0.300869], [4.896681, -1.152379, -2.218830], [5.424087, 0.523407, -1.966525], [4.040605, 0.680027, -3.319612], [2.693340, 1.655576, -2.766965], [2.992393, 0.100211, -5.346321], [2.378623, 1.749105, -5.132740], [0.576818, -0.250768, -5.447524], [0.318490, 0.867531, -4.101471], [1.654462, -1.850693, -4.084219], [0.410857, -1.276262, -2.949081], [-3.904106, -6.528401, 3.760037], [-4.292537, -4.684105, 3.954301], [-5.212591, -4.283490, 4.909985], [-5.524638, -3.006354, 5.104071], [-4.933675, -2.095759, 4.333282], [-4.023571, -2.415951, 3.337081], [-3.681990, -3.748464, 3.144016], [-3.400969, -1.347810, 2.482538], [-3.521618, -0.174251, 2.786319], [-2.778179, -1.760763, 1.409438], [-5.711491, -5.007915, 5.543257], [-5.194408, -1.060520, 4.514572], [-2.949252, -4.012749, 2.393678]], "forces_ev_per_a": [[-0.852, 1.452, -3.003], [0.057, -0.004, 0.047], [-0.204, 0.088, -0.120], [0.150, -0.130, 0.046], [-0.010, 0.042, -0.001], [-0.235, -0.018, -0.163], [0.141, 0.018, -0.092], [-0.046, -0.039, 0.157], [-0.060, 0.055, 0.028], [0.014, 0.050, -0.080], [0.028, 0.019, 0.074], [-0.065, -0.033, 0.056], [-0.062, -0.188, -0.190], [0.120, 0.812, 0.063], [0.179, -0.125, 0.065], [0.009, 0.029, -0.090], [-0.041, 0.031, -0.017], [-0.015, -0.003, -0.011], [0.021, 0.049, 0.027], [-0.154, 0.035, 0.043], [-0.086, 0.194, -0.823], [-0.002, -0.024, -0.018], [-0.012, -0.027, -0.001], [0.013, 0.020, 0.024], [-0.052, 0.043, -0.047], [-0.052, -0.003, 0.039], [0.049, 0.026, -0.015], [0.009, -0.004, -0.182], [0.071, -0.033, -0.001], [0.033, -0.033, -0.011], [0.292, -0.144, -0.099], [0.032, -0.016, 0.001], [0.024, 0.005, -0.009], [-0.025, -0.027, 0.014], [-0.039, 0.000, -0.003], [0.025, 0.024, 0.030], [-0.025, -0.046, 0.035], [0.032, -0.003, 0.005], [0.003, -0.018, -0.047], [0.126, 1.391, 1.532], [-0.757, 0.394, 0.751], [-0.077, -0.357, 0.444], [2.726, -3.186, 0.162], [-0.329, 0.483, -0.126], [0.863, -0.282, 0.937], [0.138, -0.047, -0.111], [0.131, 0.100, 0.091], [-0.313, -0.174, 0.113], [-0.148, -0.022, 0.077], [-0.035, -0.107, -0.029], [0.030, 0.066, -0.029], [0.004, -0.060, 0.026], [-0.006, 0.055, -0.011], [-0.007, -0.040, -0.019], [0.037, -0.010, -0.036], [0.003, -0.006, 0.004], [0.012, 0.014, -0.028], [-0.033, 0.106, -0.020], [0.137, 0.037, -0.042], [-0.014, -0.003, -0.013], [0.033, 0.004, 0.020], [-0.009, -0.015, 0.004], [-0.017, -0.001, -0.019], [-0.008, -0.004, 0.008], [0.020, 0.052, 0.021], [0.003, 0.039, -0.185], [0.904, -0.167, -0.003], [-0.466, 0.112, -0.033], [0.170, -0.078, -0.025], [-0.028, 0.064, 0.090], [0.073, -0.072, -0.096], [0.022, -0.099, 0.008], [-0.119, -0.048, -0.100], [0.024, 0.111, 0.040], [0.051, 0.065, -0.085], [-0.097, -0.032, 0.019], [0.045, -0.085, 0.123], [-0.309, 0.064, 0.260], [0.096, -0.196, -0.106], [-0.120, -0.040, 0.044], [0.128, -0.051, 0.035], [-0.110, 0.060, -0.121], [-0.017, 0.016, -0.030], [0.046, -0.030, -0.006], [0.011, -0.020, -0.055], [-0.015, -0.012, -0.001], [0.009, -0.003, 0.021], [0.081, -0.052, 0.009], [0.026, 0.011, 0.021], [0.249, -0.115, -0.273], [-0.001, 0.063, 0.034], [-0.100, 0.015, 0.049], [-0.036, -0.005, 0.026], [-0.017, -0.035, 0.018], [0.040, 0.019, 0.015], [0.015, -0.006, -0.007], [0.014, -0.002, -0.006], [0.014, -0.041, -0.049], [-0.018, -0.004, 0.042], [-0.120, 0.238, 0.239], [0.018, 0.034, -0.010], [0.017, -0.003, -0.001], [-0.030, 0.029, 0.004], [-0.090, 0.088, 0.087], [-0.045, -0.002, 0.043], [0.043, -0.005, 0.004], [0.014, -0.027, 0.007], [-0.043, -0.040, -0.016], [0.034, 0.090, 0.013], [-0.065, 0.017, 0.028], [-0.030, -0.001, 0.041], [0.154, -0.212, -0.225], [-0.065, 0.077, 0.027], [-0.995, 0.205, 0.410], [-0.291, -0.144, -0.025], [-0.929, -0.179, 0.354], [0.044, -0.052, -0.025], [0.047, 0.019, -0.065], [-0.005, -0.036, 0.000]], "lowdin_charge": [1.564, -0.082, -0.151, -0.166, -0.152, -0.170, -0.062, -0.304, -0.016, -0.084, -0.091, -0.110, -0.468, 0.857, -0.264, -0.049, -0.109, -0.113, -0.130, -0.540, 0.685, 0.082, 0.081, 0.094, 0.111, 0.118, 0.110, 0.095, 0.075, 0.091, 0.062, 0.120, 0.097, 0.099, 0.102, 0.103, 0.090, 0.093, 0.088, -0.506, -0.305, -0.183, -0.560, 0.095, -0.224, -0.186, 0.447, -0.189, -0.260, -0.108, -0.094, -0.099, -0.088, -0.098, 0.032, 0.038, 0.012, 0.041, -0.004, 0.041, 0.089, 0.100, 0.095, 0.098, 0.092, -0.364, 0.586, -0.156, -0.228, -0.170, -0.178, -0.197, -0.175, -0.200, -0.170, -0.169, -0.214, -0.157, -0.193, -0.167, -0.164, -0.211, 0.109, 0.062, 0.108, 0.107, 0.115, 0.063, 0.102, 0.063, 0.093, 0.112, 0.088, 0.109, 0.103, 0.103, 0.107, 0.094, 0.078, 0.100, 0.110, 0.108, 0.113, 0.089, 0.102, 0.052, 0.715, -0.659, -0.205, 0.063, -0.071, -0.095, -0.032, -0.626, 0.029, -0.243, 0.094, 0.119, 0.112], "charge": -1, "orbital_gap_ha": 0.2565, "homo_ev": -4.70, "total_energy_ev": -181436.6921}

2.
{"formula": "C9H14", "method": "ωB97M-V with the def2-TZVPD basis set", "elements": ["C", "C", "C", "C", "C", "C", "C", "H", "H", "H", "H", "H", "H", "H", "H", "C", "C", "H", "H", "H", "H", "H", "H"], "xyz": [[0.177499, 2.701244, 0.986398], [1.936396, -0.767687, 0.933347], [0.832164, -1.605802, 1.315114], [1.792965, 0.640596, 0.862560], [0.547739, 1.179975, 1.019814], [-0.412992, -1.105216, 1.572285], [-0.572385, 0.307864, 1.285339], [2.978290, -1.155337, 0.925411], [0.891835, -2.626949, 1.401113], [2.561235, 1.436790, 0.589885], [-1.467029, -1.639356, 1.725674], [-0.639108, 2.992996, 0.476269], [0.896548, 3.354156, 0.503929], [-1.406057, 0.698873, 1.430727], [0.244691, 3.086194, 2.067159], [-1.555302, -0.320045, -2.324977], [-0.617727, -1.585372, -2.040833], [-2.483042, -0.496309, -1.993156], [-1.064814, 0.466552, -1.668946], [-1.519639, -0.008415, -3.302447], [0.002001, -1.310723, -1.094094], [-0.000266, -1.756815, -2.841422], [-1.123003, -2.487216, -1.829150]], "forces_ev_per_a": [[4.375, -1.116, 3.117], [1.349, -1.244, 0.089], [-0.300, 1.639, 0.290], [-0.126, 2.504, -0.470], [-1.780, 0.352, 0.009], [-1.916, 1.186, -0.862], [6.885, -2.824, -0.816], [-0.919, -0.062, -0.059], [0.897, -2.456, 0.113], [-0.374, -1.639, 0.389], [2.804, 0.482, -0.147], [-3.619, 0.296, -1.179], [1.011, -0.274, -0.278], [-7.466, 3.564, 1.236], [-0.815, -0.431, -1.367], [5.145, -0.455, 2.589], [-0.459, 2.922, 2.906], [-3.567, -0.445, 1.130], [-0.992, -0.555, -0.851], [-0.085, 0.622, -2.444], [-0.893, -0.746, -1.757], [1.761, -0.356, -1.909], [-0.917, -0.962, 0.269]], "lowdin_charge": [-0.084, -0.195, -0.229, -0.173, -0.329, -0.184, -0.152, 0.052, 0.039, 0.096, 0.113, 0.003, 0.042, -0.035, 0.087, -0.124, -0.123, 0.001, 0.075, 0.011, 0.072, 0.008, 0.030], "relative_energy_kcal_mol": 52.8, "charge": -1, "orbital_gap_ha": [0.1212, 0.2643], "spin_multiplicity": 2, "homo_ev": [0.76, -3.20], "total_energy_ev": -9556.5072}

3.
{"formula": "C7H11N", "method": "ωB97M-V with the def2-TZVPD basis set", "elements": ["C", "N", "C", "C", "C", "C", "C", "C", "H", "H", "H", "H", "H", "H", "H", "H", "H", "H", "H"], "xyz": [[0.731197, -1.730686, 0.142047], [1.480569, -0.672409, 1.089555], [0.671537, 0.435344, 0.387159], [0.487162, 1.797019, -0.181347], [-0.627252, 1.255554, -1.272090], [-1.294505, 0.067771, -0.688429], [-0.714395, -1.269346, -0.024566], [-0.783273, 0.056109, 0.676005], [1.360752, -1.727186, -0.866167], [0.801538, -2.686286, 0.575894], [1.039055, -0.988318, 1.975481], [0.957404, 0.008533, -0.597804], [0.152042, 2.696060, 0.374003], [1.308674, 2.112909, -1.002500], [-1.475892, 2.099007, -1.195595], [-0.103199, 1.307376, -2.309749], [-2.467772, 0.047337, -0.753899], [-1.474951, -2.043435, 0.286503], [-1.284454, 0.210269, 1.654286]], "forces_ev_per_a": [[2.674, 1.478, -1.813], [-1.472, -1.024, -1.102], [0.095, -1.392, 0.590], [1.627, 2.044, -3.558], [-0.084, 4.417, -0.901], [-3.262, -1.414, 0.799], [-1.324, -0.227, 0.845], [0.325, -1.585, 1.027], [-1.305, -0.287, 2.066], [0.007, -1.307, 0.594], [0.443, 1.132, -0.226], [-0.613, 0.578, 0.379], [0.165, -0.767, -0.027], [-1.143, -0.331, 2.569], [1.750, -1.715, -0.810], [-1.355, -0.548, 1.602], [2.407, -0.208, -0.320], [0.662, 0.944, -0.849], [0.403, 0.211, -0.865]], "lowdin_charge": [-0.167, 0.020, -0.344, -0.126, -0.168, -0.211, -0.155, -0.241, 0.149, 0.080, 0.086, 0.100, 0.099, 0.138, 0.147, 0.128, 0.164, 0.140, 0.162], "relative_energy_kcal_mol": 144.8, "smiles": "C1N[C@@H]2CC[C@H]3[C@@H]1[C@H]32", "orbital_gap_ha": 0.3801, "homo_ev": -9.28, "total_energy_ev": -8921.4498}